{
  "formula": "C19H28AsIrN2O7PS",
  "method": "ωB97M-V with the def2-TZVPD basis set",
  "e_homo_ev": [-14.813, -14.813],
  "gap_ev": [7.4, 4.9],
  "s_squared": 0.762,
  "multiplicity": 2,
  "total_charge": 2,
  "de_lowest_kcal_mol": 43.0,
  "max_force_ev_per_a": 1.49,
  "elements": ["Ir", "O", "As", "O", "O", "C", "C", "C", "C", "C", "C", "S", "O", "O", "O", "H", "H", "H", "H", "H", "C", "P", "C", "C", "H", "H", "H", "H", "H", "H", "H", "H", "H", "C", "C", "N", "C", "C", "C", "O", "C", "C", "C", "C", "N", "C", "H", "H", "H", "H", "H", "H", "H", "H", "H", "H", "H", "H", "H", "H"],
  "coordinates": [[1.2760, 0.1118, 1.2761], [2.1972, 2.1411, 1.2242], [0.9915, 2.6476, -0.0089], [0.4613, 4.1647, 0.1234], [-0.1189, 1.4448, 0.5924], [1.8527, 2.3618, -1.7202], [1.7810, 3.4811, -2.5318], [2.4453, 3.4887, -3.7606], [3.1847, 2.3987, -4.1697], [3.2589, 1.2568, -3.3725], [2.6009, 1.2427, -2.1598], [2.5287, -0.2485, -1.2581], [1.0603, -0.3708, -0.9685], [3.1332, -1.3270, -1.9645], [3.1553, 0.0257, 0.0873], [2.5004, 2.8939, 1.7552], [1.2195, 4.3401, -2.1914], [2.3829, 4.3660, -4.3897], [3.7107, 2.4216, -5.1142], [3.8155, 0.3845, -3.6868], [0.1864, -1.0797, 4.2868], [1.2328, 0.1620, 3.5216], [2.8752, -0.0267, 4.2283], [0.6319, 1.7586, 4.0903], [0.2566, -0.9633, 5.3690], [0.5104, -2.0841, 4.0139], [-0.8505, -0.9434, 3.9786], [2.8137, 0.0879, 5.3120], [3.5400, 0.7351, 3.8209], [3.2867, -1.0104, 3.9983], [0.6260, 1.7879, 5.1811], [-0.3766, 1.9336, 3.7148], [1.2810, 2.5463, 3.7140], [-2.6659, 1.0255, -1.2524], [-2.1945, -0.2739, -1.9404], [-3.0598, -1.3846, -1.6110], [-4.4378, -1.3651, -2.0458], [-5.4232, -1.1358, -0.8747], [-2.5954, -2.5478, -0.8632], [-3.3541, -3.4596, -0.7197], [-1.1929, -2.5573, -0.3554], [-0.3374, -3.5846, -0.7450], [0.9166, -3.6680, -0.1698], [1.2895, -2.7109, 0.7496], [0.4648, -1.7099, 1.1199], [-0.7679, -1.6504, 0.5869], [-1.9180, 1.7898, -1.4537], [-2.7377, 0.8989, -0.1725], [-3.6264, 1.3616, -1.6400], [-1.1642, -0.5072, -1.6780], [-2.2574, -0.1428, -3.0262], [-4.6543, -2.3437, -2.4811], [-4.5404, -0.5919, -2.8014], [-5.3155, -1.9049, -0.1147], [-6.4282, -1.1919, -1.2889], [-5.2802, -0.1514, -0.4321], [-0.6520, -4.3062, -1.4891], [1.6105, -4.4502, -0.4433], [2.2646, -2.7318, 1.2208], [-1.3934, -0.8350, 0.9295]],
  "lowdin_charge": [1.238, -0.346, 0.960, -0.376, -0.549, -0.235, -0.064, -0.026, -0.022, -0.019, -0.277, 0.538, -0.424, -0.232, -0.415, 0.100, 0.108, 0.125, 0.126, 0.127, -0.220, 0.658, -0.213, -0.214, 0.072, 0.053, 0.059, 0.072, 0.061, 0.061, 0.072, 0.066, 0.047, -0.018, -0.133, 0.091, -0.138, -0.008, -0.281, 0.231, -0.109, 0.072, 0.025, -0.068, -0.147, -0.069, 0.085, 0.080, 0.090, 0.098, 0.162, 0.154, 0.139, 0.084, 0.103, 0.081, 0.150, 0.142, 0.142, 0.132]
}